{"formula": "C14H17F6MnN3O4S2", "method": "the ωB97M-V functional and the def2-TZVPD basis", "s2": 6.075, "spin_multiplicity": 5, "total_charge": 1, "gap_ev": [6.39, 7.49], "elements": ["Mn", "S", "S", "F", "F", "F", "F", "F", "F", "O", "O", "O", "O", "N", "N", "N", "C", "C", "C", "C", "C", "C", "C", "C", "C", "C", "C", "C", "C", "C", "H", "H", "H", "H", "H", "H", "H", "H", "H", "H", "H", "H", "H", "H", "H", "H", "H"], "coordinates": [[5.9600, -13.6834, 8.7789], [5.8373, -11.2882, 10.9857], [6.6389, -13.8661, 11.8489], [3.2673, -11.7710, 10.5127], [8.3744, -13.0226, 13.5634], [3.8283, -9.7453, 10.4076], [3.6589, -10.7199, 12.3374], [9.0829, -14.5125, 12.3030], [8.8151, -12.5421, 11.5406], [6.1475, -14.8790, 12.6753], [6.0514, -11.7519, 9.5697], [6.8087, -14.3465, 10.4216], [6.5967, -10.2528, 11.5029], [5.7534, -12.6167, 11.9005], [7.8846, -13.7530, 7.7644], [5.0647, -15.4524, 8.7750], [6.9027, -16.6415, 7.6298], [4.0521, -10.7943, 11.0648], [0.9068, -11.8711, 3.9833], [0.9397, -13.0406, 4.7566], [4.8265, -13.0518, 7.3607], [3.2010, -12.4370, 5.4619], [7.6817, -14.3786, 6.4311], [4.2014, -12.6895, 6.4106], [3.1803, -11.2902, 4.6957], [2.0297, -10.9938, 3.9906], [5.4507, -16.3452, 7.6657], [7.6646, -15.9728, 6.5208], [8.3637, -13.4624, 12.3524], [2.1222, -13.3574, 5.4018], [8.2415, -12.8179, 7.7816], [7.1876, -16.2222, 5.5816], [6.7767, -13.9535, 6.0591], [3.9089, -10.5307, 4.9492], [0.1002, -11.5243, 3.3775], [0.1385, -13.7301, 4.8659], [5.1882, -15.7532, 6.7809], [7.4875, -16.4823, 8.5436], [8.3667, -14.3894, 8.3974], [1.8495, -10.1425, 3.3810], [4.1004, -15.2433, 8.6468], [5.0646, -15.9662, 9.6511], [6.9771, -17.7427, 7.5517], [8.4497, -14.1459, 5.7390], [8.6978, -16.2881, 6.5014], [4.7959, -17.2114, 7.6677], [2.2448, -14.3109, 5.9507]], "forces_ev_per_a": [[0.22, 1.51, 0.49], [-1.44, -4.25, -1.11], [-0.49, 0.15, -1.69], [0.97, 0.03, 0.09], [-0.40, 0.89, 1.65], [0.06, 2.70, -1.02], [0.63, 0.52, -0.33], [1.40, -2.29, -0.63], [0.48, 0.94, -1.03], [-0.27, -1.22, 1.25], [0.04, 0.64, 0.90], [0.62, 0.46, 0.48], [1.43, 1.93, 0.46], [0.03, 1.74, -0.15], [-1.15, -1.20, 0.42], [-0.54, -0.71, 0.34], [1.45, -1.51, 0.56], [-1.46, -3.32, 1.12], [1.83, 0.44, 0.83], [1.01, 0.52, -0.58], [1.94, -0.96, 1.98], [-1.13, -0.84, -0.83], [-0.06, -1.42, 1.23], [-0.92, 0.02, -0.93], [-0.63, 1.08, 0.91], [-1.53, -1.67, -0.44], [-0.98, 1.15, -0.59], [-0.33, 1.91, -0.98], [-1.25, 0.62, -0.06], [0.58, -0.08, 0.70], [0.59, 0.35, -0.15], [0.20, -0.42, -0.42], [-0.71, -0.06, -0.47], [0.26, 0.01, -0.65], [-0.77, -0.28, -0.05], [-0.72, -0.28, -0.29], [-0.03, -0.31, -0.11], [-0.71, 0.26, 0.47], [0.51, 0.55, -0.16], [0.60, 0.90, -0.18], [-1.17, 0.35, -0.26], [0.55, 0.11, 0.29], [0.31, 0.45, -0.40], [0.93, 0.39, -0.51], [0.21, -0.29, 0.00], [0.16, -0.24, 0.13], [-0.32, 0.73, -0.28]], "lowdin_charge": [0.896, 0.710, 0.652, 0.109, 0.219, 0.247, 0.167, 0.228, 0.178, -0.198, -0.379, -0.416, -0.179, -0.267, 0.006, -0.028, -0.208, -0.698, -0.038, -0.059, -0.071, -0.265, -0.179, -0.077, -0.032, -0.052, -0.198, -0.153, -0.787, -0.028, 0.109, 0.118, 0.071, 0.122, 0.099, 0.099, 0.121, 0.117, 0.099, 0.097, 0.102, 0.132, 0.136, 0.107, 0.117, 0.136, 0.118]}

=====

{"formula": "C14H17N3", "method": "the ωB97M-V functional and the def2-TZVPD basis", "s2": 0.764, "spin_multiplicity": 2, "total_charge": -1, "gap_ev": [2.20, 6.18], "e_above_lowest_ev": 2.517, "elements": ["N", "N", "N", "C", "C", "C", "C", "C", "C", "C", "C", "C", "C", "C", "C", "C", "C", "H", "H", "H", "H", "H", "H", "H", "H", "H", "H", "H", "H", "H", "H", "H", "H", "H"], "coordinates": [[0.4463, 0.1682, 3.7255], [0.9248, -3.2714, -4.0038], [-0.1703, 1.9665, 2.4627], [-0.9280, -1.9527, -3.9432], [1.8388, -1.7354, -0.6719], [-2.3435, -1.4771, -4.2517], [0.9671, -2.6807, -2.7389], [-0.1301, 0.5521, 2.5057], [0.5827, -1.2379, -0.4512], [0.7903, 1.3478, 4.4620], [0.4151, 2.3252, 3.6293], [-0.1993, -1.8538, -2.6560], [-0.9728, 4.5092, 3.3249], [0.3213, 3.8764, 3.8388], [-0.1933, -2.7504, -4.7228], [2.0561, -2.4908, -1.8157], [-0.3880, -1.1855, -1.4289], [-1.0108, 5.5980, 3.3867], [2.8264, -1.7010, 0.0779], [-0.3999, -3.1838, -5.7012], [1.0253, 4.3618, 3.2729], [3.0135, -2.7870, -2.1631], [1.6180, -3.5793, -4.5786], [0.4579, -0.5815, 0.5092], [-3.0377, -2.0087, -3.5231], [-1.4221, -0.8470, -1.2128], [-0.5839, -0.0990, 1.7112], [-0.9920, 4.2885, 2.2807], [-1.8014, 4.0251, 3.8856], [1.3865, 1.2275, 5.3048], [-2.6995, -1.7518, -5.1918], [0.4379, 4.0750, 4.8308], [0.6054, -0.7570, 3.9420], [-2.4410, -0.3896, -4.0959]], "forces_ev_per_a": [[-1.19, 3.25, -2.43], [-3.11, 1.53, 1.06], [0.25, -5.36, 0.05], [-0.66, 0.75, 2.20], [2.72, -0.55, 2.15], [0.58, -0.06, 3.12], [-0.29, 1.89, -0.93], [0.03, 3.25, 1.42], [0.79, 2.51, 3.28], [-0.76, -2.93, -2.26], [-1.36, 4.56, -0.57], [0.31, -1.75, -1.27], [-0.39, -1.03, 0.85], [-1.33, -2.15, -1.09], [1.53, -1.72, -0.80], [-0.73, -1.21, -2.13], [-2.73, 0.62, -0.22], [0.17, -0.05, 0.52], [-3.04, 0.32, -1.65], [-0.09, 0.18, 0.30], [2.47, 0.90, -1.07], [0.93, -0.42, 0.08], [2.74, -0.99, -0.98], [0.25, -1.59, -2.17], [0.63, 0.82, -0.62], [0.79, 0.13, 0.10], [0.71, 0.65, 1.43], [-0.63, -0.37, -0.69], [0.05, 0.58, -0.72], [0.62, 0.26, 1.37], [-0.24, -0.34, -1.84], [0.60, 0.74, 2.86], [0.51, -2.07, 0.73], [-0.12, -0.36, -0.08]], "lowdin_charge": [0.048, 0.044, 0.095, -0.261, -0.231, -0.072, -0.214, -0.093, -0.230, -0.050, -0.344, -0.169, -0.119, -0.191, -0.155, -0.146, -0.144, 0.064, 0.122, 0.086, 0.070, 0.040, 0.072, 0.057, 0.087, 0.074, 0.106, 0.047, 0.082, 0.082, 0.025, 0.062, 0.092, 0.066]}

=====

{"formula": "C14H17N3O2", "method": "the ωB97M-V functional and the def2-TZVPD basis", "total_charge": 0, "smiles": "CCC(=O)c1ccccc1OCCCn1cncn1", "gap_ev": 9.41, "e_above_lowest_ev": 2.051, "elements": ["O", "O", "N", "N", "N", "C", "C", "C", "C", "C", "C", "C", "C", "C", "C", "C", "C", "C", "C", "H", "H", "H", "H", "H", "H", "H", "H", "H", "H", "H", "H", "H", "H", "H", "H", "H"], "coordinates": [[1.8352, 1.8729, 1.1225], [1.2171, -1.1840, 1.8197], [-4.4830, -0.5987, -0.8788], [-2.6182, -0.8696, 0.2149], [-2.2765, -0.2940, -0.9450], [0.0462, 3.4019, -0.3806], [0.3907, -0.2016, 2.4075], [-3.4201, -0.1489, -1.5715], [1.4921, 1.3876, 0.0654], [-3.9502, -1.0419, 0.2353], [2.7392, -2.5338, -1.1271], [1.8137, -0.0155, -0.3063], [1.7358, -1.1131, 0.5666], [2.2114, -2.3580, 0.1292], [0.7574, 2.1984, -0.9891], [2.7849, -1.4603, -2.0060], [-1.6267, -1.1792, 1.2081], [-0.8782, 0.0940, 1.6090], [2.3234, -0.2315, -1.5933], [2.3886, 0.6046, -2.2713], [2.1480, -3.1789, 0.8270], [0.7415, 3.9753, 0.2275], [-0.6252, 0.6229, 0.6901], [0.1315, -0.6402, 3.3760], [3.1045, -3.5038, -1.4282], [-0.7769, 3.0814, 0.2541], [0.0568, 1.5565, -1.5272], [-3.4971, 0.2883, -2.5453], [-0.3510, 4.0428, -1.1633], [-2.1256, -1.6379, 2.0645], [0.9422, 0.7304, 2.5771], [-1.5200, 0.7413, 2.2086], [3.1850, -1.5830, -3.0004], [1.5051, 2.5556, -1.7025], [-0.9179, -1.8968, 0.7812], [-4.4840, -1.4831, 1.0517]], "forces_ev_per_a": [[0.00, 0.03, -0.12], [0.32, -0.09, -0.14], [-0.65, -0.06, -0.02], [-0.79, -0.04, -0.21], [0.75, 0.20, -0.27], [0.17, -0.09, -0.07], [-0.44, 0.51, 0.35], [0.02, -0.14, 0.28], [0.03, 0.13, -0.26], [0.21, 0.06, -0.11], [-0.06, 0.09, 0.04], [0.10, -0.29, 0.37], [0.08, -0.22, -0.28], [-0.06, 0.09, 0.14], [-0.16, 0.35, 0.27], [0.06, 0.04, -0.13], [0.62, 0.15, 0.20], [0.32, -0.39, 0.06], [-0.03, -0.10, 0.06], [-0.03, 0.09, -0.07], [-0.03, -0.09, 0.06], [-0.03, 0.07, 0.04], [-0.16, 0.03, 0.06], [0.01, 0.06, -0.10], [0.02, -0.09, -0.01], [-0.08, 0.01, 0.07], [0.10, -0.04, -0.02], [0.06, 0.11, -0.24], [-0.07, 0.06, -0.04], [0.01, -0.01, -0.11], [-0.13, -0.31, 0.05], [0.00, 0.07, -0.03], [0.04, 0.01, -0.09], [0.02, -0.10, -0.09], [-0.17, 0.03, 0.10], [-0.05, -0.13, 0.26]], "lowdin_charge": [0.090, -0.035, 0.071, -0.143, 0.101, -0.087, -0.174, -0.225, -0.376, -0.155, -0.074, -0.079, -0.203, -0.003, -0.182, -0.083, -0.112, -0.128, -0.027, 0.110, 0.120, 0.075, 0.077, 0.133, 0.106, 0.071, 0.110, 0.099, 0.073, 0.134, 0.112, 0.131, 0.102, 0.120, 0.131, 0.121]}

=====

{"formula": "C14H17N3O3S", "method": "the ωB97M-V functional and the def2-TZVPD basis", "total_charge": 0, "gap_ev": 8.54, "e_above_lowest_ev": 18.399, "elements": ["S", "O", "O", "O", "N", "N", "N", "C", "C", "C", "C", "C", "C", "C", "C", "C", "C", "C", "C", "C", "C", "H", "H", "H", "H", "H", "H", "H", "H", "H", "H", "H", "H", "H", "H", "H", "H", "H"], "coordinates": [[-1.2590, -0.1005, 3.0200], [2.1980, -2.2157, -1.9520], [-0.1804, -1.7333, -2.9311], [3.6157, 1.0240, 1.9881], [-0.4254, 2.1627, 1.6570], [-1.5762, 1.8989, 1.8005], [1.4672, 0.8829, 2.5870], [2.3364, 2.1961, 0.5762], [1.6942, -1.1437, -1.5239], [0.4958, -0.7766, -2.0349], [2.3986, 1.1962, 1.6637], [3.4226, -2.8131, -1.3968], [-4.1415, -0.4579, 1.6634], [-0.1664, 0.2909, -1.8760], [0.3595, 1.4572, -1.1009], [0.1261, 1.1418, 2.2766], [-3.5953, 0.9906, 2.4854], [2.0430, -0.0806, -0.7120], [-1.1909, -1.4742, -3.5329], [1.4737, 1.0169, -0.4470], [-2.1621, 1.0182, 2.3773], [-5.2649, -0.5136, 1.7747], [3.1264, -0.4703, -0.2292], [-2.1406, -1.4384, -2.8347], [-3.8674, -0.1580, 0.5903], [-4.2508, 1.4490, 2.2351], [-1.2079, -0.7782, -4.2770], [-4.0120, 0.7539, 3.4316], [3.5835, -3.6742, -1.7646], [-0.1260, 2.3828, -0.9148], [3.2481, -2.4896, -0.4380], [3.0893, 2.3992, 0.1279], [-3.7604, -1.2433, 1.9761], [-1.6833, -2.4310, -4.2882], [1.7781, 0.2271, 3.3067], [4.1996, -2.0803, -1.6346], [-1.2860, 0.6760, -2.4191], [1.6406, 2.9079, 0.7700]], "forces_ev_per_a": [[6.44, -1.77, 1.01], [2.09, -4.25, -1.76], [10.65, -2.48, 5.60], [-2.14, -1.74, -0.24], [9.71, -2.37, 1.59], [-11.59, 7.31, -4.68], [-2.01, -0.26, -1.23], [-11.83, -8.14, 2.64], [-2.20, 4.04, 0.78], [-2.66, -6.20, -4.62], [7.45, 3.35, 2.18], [-1.63, 9.53, 0.61], [-3.65, 10.14, -3.43], [-5.97, 11.25, 0.76], [-0.74, -4.57, -1.10], [2.24, -2.77, 2.81], [9.35, -14.89, 4.60], [9.41, -9.28, 1.12], [-12.20, -2.88, -3.76], [-1.01, 9.60, 1.89], [-5.30, 0.29, 0.51], [1.22, 0.18, -0.21], [-2.53, 2.06, -0.57], [1.09, 0.73, -1.14], [-0.51, -1.07, 1.39], [-12.38, 12.05, -6.81], [0.07, 2.90, -1.73], [0.69, -0.40, 1.88], [0.71, -6.37, -2.00], [-0.42, 0.41, -0.17], [0.31, -1.42, 3.30], [9.62, 2.36, -4.74], [3.91, -7.29, 2.79], [1.90, 1.79, 2.06], [-0.37, 0.41, -0.39], [0.52, -0.49, -0.64], [3.62, -2.09, 1.43], [-1.85, 2.33, 0.24]], "lowdin_charge": [1.131, 0.020, -0.050, 0.007, 0.086, -0.096, 0.125, 0.092, -0.295, -0.172, -0.486, 0.072, -0.003, -0.008, 0.009, -0.329, -0.106, -0.030, -0.349, -0.211, -0.843, 0.088, 0.189, 0.115, 0.101, -0.056, 0.044, 0.102, 0.034, 0.094, 0.066, 0.014, -0.066, 0.157, 0.166, 0.112, 0.205, 0.071]}

=====

no.,electronic energy (eV)
1,-96740.569
2,-19260.784
3,-23358.618
4,-36225.080